# 1
{
  "formula": "C33H75N8OS",
  "method": "wB97M-V/def2-TZVPD",
  "symbols": ["C", "O", "C", "C", "C", "C", "C", "C", "C", "C", "C", "C", "C", "C", "C", "C", "N", "N", "C", "C", "N", "N", "N", "C", "N", "C", "C", "C", "S", "H", "H", "H", "H", "H", "H", "H", "H", "H", "H", "H", "H", "H", "H", "H", "H", "H", "H", "H", "H", "H", "H", "H", "H", "H", "H", "H", "H", "H", "H", "H", "H", "H", "H", "H", "H", "H", "H", "H", "H", "H", "H", "H", "H", "H", "C", "C", "N", "C", "C", "C", "C", "H", "H", "H", "H", "H", "H", "H", "H", "H", "H", "H", "H", "H", "H", "H", "C", "C", "N", "C", "C", "C", "C", "H", "H", "H", "H", "H", "H", "H", "H", "H", "H", "H", "H", "H", "H", "H"],
  "positions_angstrom": [[5.307, -3.071, -0.117], [4.974, -2.562, -1.397], [3.702, -1.882, -1.373], [3.146, -1.684, -2.816], [2.920, -0.194, -3.225], [2.055, 0.623, -2.213], [0.519, 0.333, -2.367], [-0.240, 1.302, -1.387], [-1.666, 1.706, -1.943], [-2.742, 1.792, -0.789], [-3.322, 0.329, -0.577], [-4.911, 0.300, -0.583], [-5.499, -0.714, -1.563], [-5.507, -2.131, -1.452], [-5.021, -3.133, -0.394], [-4.403, -2.536, 0.901], [-2.936, -2.465, 0.719], [-6.118, -2.545, -2.622], [-6.328, -3.952, -3.012], [-5.085, -4.508, -3.841], [-4.346, -3.430, -4.496], [-5.492, -5.442, -4.902], [-4.169, -5.211, -2.898], [-6.505, -1.543, -3.408], [-6.140, -0.431, -2.754], [-6.448, 0.883, -3.354], [-5.211, 1.811, -3.592], [-5.619, 3.319, -3.571], [-6.193, 3.892, -1.909], [6.251, -2.623, 0.279], [5.461, -4.173, -0.103], [4.535, -2.856, 0.657], [3.006, -2.546, -0.812], [3.877, -0.919, -0.844], [2.223, -2.297, -2.937], [3.900, -2.138, -3.500], [3.925, 0.280, -3.282], [2.477, -0.177, -4.242], [2.182, 1.698, -2.474], [2.385, 0.506, -1.161], [0.275, -0.733, -2.159], [0.189, 0.546, -3.411], [0.307, 2.259, -1.253], [-0.374, 0.783, -0.413], [-1.610, 2.677, -2.488], [-1.945, 0.941, -2.701], [-2.155, 2.051, 0.120], [-3.526, 2.540, -1.004], [-3.010, 0.036, 0.441], [-2.980, -0.365, -1.364], [-5.347, 0.240, 0.434], [-5.223, 1.303, -0.958], [-4.286, -3.805, -0.889], [-5.879, -3.782, -0.103], [-4.867, -1.600, 1.254], [-4.590, -3.291, 1.707], [-2.444, -2.331, 1.601], [-2.653, -3.395, 0.402], [-6.386, -4.595, -2.112], [-7.262, -3.979, -3.606], [-3.760, -3.791, -5.245], [-3.791, -2.903, -3.825], [-6.285, -5.022, -5.389], [-5.802, -6.320, -4.481], [-3.236, -4.825, -3.025], [-4.080, -6.184, -3.202], [-6.997, -1.649, -4.379], [-6.940, 0.708, -4.334], [-7.218, 1.386, -2.727], [-4.454, 1.563, -2.822], [-4.809, 1.572, -4.600], [-6.490, 3.487, -4.242], [-4.770, 3.936, -3.923], [-5.156, 3.724, -1.044], [10.029, -2.518, 4.487], [9.226, -1.965, 3.318], [8.822, -0.581, 3.500], [7.809, -0.146, 2.550], [8.189, -0.107, 1.068], [9.895, 0.370, 3.755], [11.021, 0.473, 2.723], [9.496, -2.380, 5.430], [10.192, -3.589, 4.349], [11.010, -2.047, 4.569], [8.325, -2.580, 3.224], [9.799, -2.108, 2.391], [7.445, 0.843, 2.846], [6.942, -0.807, 2.661], [8.846, 0.730, 0.838], [7.285, 0.024, 0.465], [8.665, -1.031, 0.738], [10.345, 0.121, 4.721], [9.463, 1.363, 3.909], [11.395, -0.505, 2.415], [11.863, 1.018, 3.156], [10.711, 1.022, 1.835], [-0.703, 5.808, 5.525], [-1.188, 4.413, 5.152], [-2.004, 4.390, 3.948], [-2.717, 3.138, 3.760], [-1.887, 1.872, 3.529], [-1.396, 4.951, 2.752], [-0.067, 4.357, 2.276], [-1.537, 6.507, 5.597], [-0.207, 5.778, 6.497], [0.018, 6.196, 4.803], [-1.791, 4.046, 5.988], [-0.320, 3.742, 5.075], [-3.424, 3.251, 2.931], [-3.346, 2.974, 4.641], [-1.455, 1.847, 2.529], [-2.531, 0.992, 3.620], [-1.087, 1.760, 4.262], [-1.245, 6.022, 2.919], [-2.118, 4.908, 1.930], [0.651, 4.235, 3.089], [0.389, 5.027, 1.541], [-0.203, 3.394, 1.784]],
  "forces_ev_per_a": [[0.57, -0.14, 1.11], [-0.58, -0.10, 0.20], [0.19, -0.37, -0.21], [0.42, -0.12, 0.01], [0.43, -0.35, 0.79], [-0.58, -0.09, -1.37], [0.53, 0.98, 0.68], [-1.01, -0.32, -0.81], [0.08, 0.21, 0.27], [1.12, -1.36, -0.77], [-1.02, 1.09, 0.81], [-0.04, 1.13, -1.07], [0.19, -2.00, 1.36], [0.10, 1.91, -0.36], [-0.47, 0.47, -0.27], [0.33, -1.50, 0.57], [-0.11, -0.14, -0.20], [-0.55, -1.91, 0.02], [0.74, -0.13, -0.35], [1.00, -0.22, -0.24], [-0.86, 0.32, 0.07], [-0.32, 0.51, 0.79], [-0.29, -0.34, -0.39], [0.80, 0.00, 1.44], [-0.26, 0.83, -1.30], [-0.39, 1.14, -0.11], [-0.57, -0.34, -0.09], [0.73, -0.62, 0.46], [-0.38, 0.13, -0.12], [-0.56, -0.14, -0.50], [-0.19, 0.62, -0.41], [0.30, -0.04, -0.58], [0.23, 0.72, -0.08], [-0.45, -0.51, -0.23], [0.48, 0.53, 0.09], [-0.50, 0.31, 0.39], [-0.59, -0.25, -0.07], [0.17, 0.19, 0.57], [-0.02, -0.58, 0.29], [-0.21, -0.07, -0.60], [0.09, 0.64, -0.01], [0.40, -0.12, 0.59], [-0.02, -0.79, 0.15], [0.21, 0.47, -0.41], [0.12, -0.61, 0.37], [-0.15, 0.46, 0.43], [-0.77, 0.27, -0.46], [0.45, -0.37, 0.22], [0.06, -0.44, -0.88], [0.19, 0.26, 0.69], [0.22, -0.28, -0.71], [-0.08, -0.70, 0.40], [-0.45, 0.34, 0.41], [0.44, 0.48, -0.26], [0.42, -0.32, -0.44], [-0.35, 0.58, -0.52], [-0.28, 0.14, -0.11], [0.06, 0.36, 0.11], [-0.31, 0.55, -0.55], [0.55, -0.14, 0.34], [-0.15, -0.09, 0.30], [-0.08, -0.05, -0.24], [0.22, -0.39, -0.09], [-0.05, 0.26, -0.25], [-0.19, -0.11, 0.02], [-0.05, 0.23, 0.29], [0.33, 0.25, 0.60], [0.30, -0.18, 0.65], [0.71, -0.29, -0.18], [-0.21, 0.45, -0.64], [0.02, 0.11, 0.66], [0.52, 0.02, 0.50], [-0.57, -0.31, 0.18], [-0.04, -0.06, -0.85], [0.06, 0.00, -0.01], [0.15, -0.03, 0.09], [-0.33, 0.16, -0.01], [-0.17, -0.06, -0.01], [-0.13, 0.08, -0.12], [0.26, -0.06, 0.23], [0.09, 0.16, -0.04], [0.01, 0.07, -0.04], [0.01, 0.04, -0.03], [-0.02, -0.01, 0.03], [-0.08, 0.19, -0.09], [0.03, -0.10, -0.02], [0.16, 0.00, 0.08], [0.10, -0.10, 0.06], [0.07, -0.06, -0.02], [0.02, -0.01, 0.01], [0.03, 0.03, 0.03], [-0.04, -0.10, -0.04], [-0.18, -0.10, -0.10], [-0.04, 0.00, 0.01], [-0.03, -0.02, 0.00], [0.02, -0.10, -0.04], [0.05, 0.01, -0.03], [0.11, 0.15, 0.03], [-0.32, -0.14, -0.13], [-0.15, -0.04, 0.13], [-0.10, -0.20, -0.10], [0.17, 0.30, 0.03], [0.04, 0.00, -0.20], [0.01, -0.04, -0.06], [0.00, -0.02, -0.05], [-0.02, 0.03, 0.02], [-0.10, -0.12, -0.17], [0.05, -0.01, 0.08], [0.11, 0.13, -0.05], [0.11, 0.08, 0.06], [0.11, 0.01, 0.03], [0.00, 0.02, 0.02], [0.01, 0.04, -0.04], [0.01, -0.05, 0.10], [-0.10, -0.15, 0.13], [-0.05, -0.01, 0.01], [-0.02, -0.01, 0.03], [0.07, -0.04, 0.08]],
  "e_homo_ev": -9.1,
  "total_charge": 1,
  "lumo_ev": -2.1741,
  "homo_lumo_gap_ev": 6.91,
  "e_tot_ev": -60233.65822
}


# 2
{
  "formula": "C3H11N4O",
  "method": "wB97M-V/def2-TZVPD",
  "symbols": ["C", "C", "C", "N", "N", "N", "N", "O", "H", "H", "H", "H", "H", "H", "H", "H", "H", "H", "H"],
  "positions_angstrom": [[-1.353, 1.694, 0.009], [1.410, -0.056, -0.207], [2.034, -2.180, 0.720], [-2.349, 2.604, -0.053], [0.267, -2.015, -0.760], [-0.599, 1.456, 0.999], [1.265, -1.304, -0.130], [-1.312, 0.802, -0.999], [-1.934, 1.071, -1.703], [2.285, 0.335, 0.250], [0.896, 0.558, -0.916], [2.899, -2.320, 0.050], [2.232, -1.802, 1.635], [1.493, -3.030, 1.006], [-2.899, 2.729, 0.774], [-2.835, 2.979, -0.796], [-0.069, -1.481, -1.584], [-0.553, -2.141, -0.145], [-0.879, 2.103, 1.852]],
  "forces_ev_per_a": [[-0.61, -0.79, 0.91], [1.09, 0.64, -0.81], [1.25, -0.17, -2.81], [-0.28, 0.43, 2.11], [-1.51, 0.28, -1.87], [-0.59, 1.36, 2.35], [-2.21, -0.34, 1.26], [0.15, 0.16, -1.73], [0.37, -0.26, 0.42], [0.43, 0.45, 0.66], [-0.57, -0.08, -0.04], [0.07, -0.93, 1.11], [1.24, 2.16, 2.61], [-0.80, -1.55, -0.67], [0.28, 0.17, 0.57], [-0.52, 0.30, -2.35], [0.32, -0.43, 0.78], [0.72, 0.06, -0.05], [1.14, -1.48, -2.44]],
  "e_homo_ev": -13.2,
  "total_charge": 1,
  "lumo_ev": -3.7804,
  "homo_lumo_gap_ev": 9.40,
  "e_tot_ev": -11288.69376,
  "relative_energy_kj_mol": 415.9
}